130
Properties=species:S:1:pos:R:3:forces:R:3 method="wB97M-V/def2-TZVPD" e_homo_ev=-5.41 max_force_ev_per_a=6.528 charge=-1
S -7.00733 0.48273 11.11460 -0.62 3.65 -3.25
S -6.45091 -0.41945 8.47705 -0.59 3.96 -0.47
F -6.92089 0.06150 12.78017 0.13 -0.12 -2.78
O -8.46791 0.80193 10.85363 4.15 -1.46 1.58
O 6.03716 0.70211 -8.49903 0.02 -0.36 1.15
O 2.57903 2.42073 -3.36225 0.05 0.66 -0.20
O 4.96677 0.50762 -6.50663 0.53 0.09 -0.72
O 10.21018 -0.53113 -6.02627 0.19 0.34 0.76
O -1.15037 0.22400 -0.37365 -0.39 0.28 -0.71
O 0.98650 -1.07675 -7.51227 -0.22 0.09 0.69
O 0.78741 3.77797 -3.45489 1.13 0.14 0.08
O -2.76095 -2.60628 3.60625 -0.49 -0.48 0.47
O -2.82807 -2.71901 0.59787 -0.05 -1.61 -0.73
O -1.47854 2.42814 9.29116 0.90 0.66 -0.56
O 7.14332 -0.03090 -6.65732 -0.72 0.27 -0.83
O -0.04681 -1.57786 -5.55475 0.62 0.91 -0.80
O -7.80897 0.09331 7.99835 3.44 -1.88 1.23
O -2.07523 -4.50619 -0.58098 -0.42 0.53 0.38
O -3.21282 3.17958 2.87572 -0.16 -0.29 0.37
O 0.53617 3.32828 8.75775 -1.10 0.05 -0.19
O 2.87400 4.66012 -3.59794 -0.67 -1.04 0.11
O 4.58105 2.71642 -12.55373 -0.37 0.45 0.30
O -5.32446 0.56273 8.13165 -2.33 -2.78 0.64
O 1.04552 -3.89464 3.74576 2.51 1.58 -0.63
O 3.02437 4.33475 -12.21954 1.05 -0.69 0.36
O -3.92163 1.38732 4.07540 0.09 1.32 -0.42
O -4.25759 -3.35543 5.14021 1.87 -0.90 -0.96
O -2.36446 -4.53060 4.69924 -0.78 0.67 -0.04
O 1.44034 -1.66592 3.56653 0.04 -0.88 -0.17
O -4.72759 3.46111 4.51449 0.40 -0.48 -0.44
O 11.80364 0.77113 -5.11698 -0.70 -0.21 0.13
O 0.54171 0.56059 -6.03500 -0.14 -0.81 -0.20
O -6.08271 1.68857 10.97369 -2.48 -3.59 1.26
O 9.89291 0.36587 -3.96092 0.73 -0.22 -1.21
O -3.32751 0.76428 -0.22473 0.93 0.18 -1.02
O 2.76798 -3.12053 2.48372 -0.65 -0.07 0.53
O -4.19189 -4.48229 0.17459 0.73 0.49 0.09
O 4.68282 3.99814 -10.70818 -0.40 0.05 -0.78
O -1.37550 4.14339 7.84131 0.66 -0.21 0.36
O -2.25755 0.95909 -2.21672 0.14 -0.23 1.04
N -6.39546 -0.80133 10.15645 -1.10 1.16 0.38
C 4.00489 3.73914 -11.86068 -1.09 0.77 -0.29
C -3.22282 -3.48528 4.53750 -0.88 0.00 0.59
C -4.31550 4.75643 4.10764 -0.24 0.75 0.44
C -2.24723 0.67569 -1.04528 -0.50 0.16 -0.67
C -6.08156 -2.02803 7.55447 -0.03 -0.42 0.75
C -6.21479 -1.70813 5.98057 1.21 0.64 -0.06
C 1.37781 1.12312 -7.03541 0.51 0.96 -0.03
C 3.10440 -1.82489 2.01002 0.57 0.25 -0.74
C 0.30170 2.44412 -3.53736 -1.18 -0.32 -0.09
C 1.69204 -2.97785 3.30537 -0.27 -0.81 0.42
C 5.32116 -0.12187 -5.28388 -0.55 -0.31 0.85
C -2.70847 3.65222 7.80366 -0.76 0.12 -0.55
C -8.50211 -3.15701 5.82596 -3.05 -3.78 4.32
C -4.08091 -5.59244 -0.70280 -0.71 -0.57 -0.31
C -9.40223 -3.75301 6.59844 4.15 3.39 -3.72
C -3.01508 -3.80255 0.10871 0.00 0.89 0.38
C -7.09166 -2.76452 5.13704 -1.52 0.33 -0.53
C 0.44707 -0.77359 -6.29825 -0.63 -1.04 0.82
C -1.48009 0.22355 1.00867 0.44 -0.06 0.84
C 6.04888 0.41886 -7.32848 0.13 0.16 -0.80
C 2.14674 3.70888 -3.48257 0.47 1.19 -0.12
C 1.25196 0.15384 -8.16919 0.21 0.14 -0.93
C -2.60193 -5.80696 -0.79244 0.46 -0.80 -0.30
C -1.42758 -2.98721 3.30064 0.62 0.50 -0.28
C 2.53896 -0.92216 3.06195 0.29 0.98 0.17
C 1.44711 1.63164 -3.02308 -0.15 -0.93 0.34
C -1.39538 -4.43712 3.66399 0.35 -1.08 0.04
C -3.95194 2.56568 3.84382 -0.22 -1.40 0.62
C 11.16322 -0.27324 -7.04564 -0.10 -0.22 -0.94
C -0.66243 3.30160 8.64193 0.91 -0.28 0.36
C -3.69391 4.51038 2.76744 0.18 0.62 -0.70
C 10.57243 0.21570 -4.94327 -0.74 0.18 1.10
C -2.81434 2.86225 9.06924 -1.18 -0.47 0.46
C 12.36615 0.18259 -6.27934 0.89 0.05 -0.27
C 5.82428 2.43795 -11.92761 0.70 -0.50 -0.32
C 6.81514 -0.03173 -5.27773 0.57 -0.07 0.98
C -2.97234 0.13377 0.99972 -0.90 -0.40 1.25
C 5.62468 2.94909 -10.53500 0.39 -0.31 0.85
H -5.12532 -1.76114 5.54369 -2.69 0.34 0.96
H 2.39953 1.18448 -6.64853 -0.06 -0.02 -0.06
H -2.87707 5.20230 2.55312 0.01 -0.24 -0.02
H 7.28189 -0.87655 -4.76851 0.10 0.15 -0.22
H -10.27165 -4.09301 7.28367 2.07 0.91 -1.76
H -5.16820 5.43587 4.05299 0.00 -0.22 0.11
H -5.03192 -2.38983 7.88426 -1.70 0.84 -0.68
H 2.16489 0.08755 -8.76419 -0.11 -0.17 0.11
H -3.59782 5.14468 4.83703 -0.02 -0.04 -0.05
H 4.18576 -1.71800 1.90615 -0.13 -0.21 0.04
H 2.20657 0.03479 2.65528 -0.14 -0.15 0.16
H 4.96386 -1.15613 -5.30200 0.02 0.06 -0.06
H 1.41618 1.50520 -1.93646 -0.02 0.04 -0.06
H -1.01480 -0.62184 1.51930 0.00 0.04 -0.23
H 6.54898 3.32623 -10.09324 -0.22 0.09 0.01
H -0.41408 -4.75728 4.01960 -1.28 -0.18 0.04
H -7.37406 -2.26357 4.12011 0.53 -0.79 1.83
H 0.06483 2.21923 -4.57997 0.04 0.03 0.20
H -3.48948 2.00975 8.97250 0.08 -0.01 0.10
H -4.60452 -6.46075 -0.29852 -0.02 0.24 0.09
H 10.77013 0.50328 -7.70885 0.01 -0.04 0.07
H 0.41291 0.38975 -8.83069 0.04 -0.02 0.07
H -2.29549 -6.19700 -1.76486 0.10 0.21 0.11
H 4.86877 0.39444 -4.43487 -0.06 0.07 -0.25
H -3.32913 -0.89934 0.98122 0.11 0.53 0.02
H 2.63663 -1.67347 1.03242 0.00 -0.02 0.07
H -1.20821 -2.81759 2.24497 -0.22 0.06 0.13
H 12.96213 0.91042 -6.83317 -0.08 0.02 0.23
H -2.83195 3.03101 6.91101 -0.01 -0.02 0.09
H 11.35890 -1.17363 -7.63102 -0.19 0.04 0.15
H 1.04001 2.12560 -7.30556 -0.07 -0.12 0.19
H 3.24424 -0.73584 3.87733 -0.08 -0.04 -0.04
H -6.83487 -2.79087 7.96726 0.92 1.22 -0.83
H 5.19577 2.19523 -9.87064 0.10 0.13 -0.13
H -1.11886 1.15353 1.45904 -0.04 -0.02 -0.04
H 7.17713 0.89758 -4.82877 -0.01 -0.11 -0.03
H 1.50371 0.64782 -3.49293 0.10 0.16 0.01
H 6.61628 2.97287 -12.46092 -0.06 0.00 0.01
H -4.42284 4.55762 1.95272 0.03 -0.03 0.07
H 13.01043 -0.64890 -5.97799 -0.06 0.04 -0.01
H -1.70090 -5.08363 2.83362 -0.14 0.05 -0.05
H -3.42508 0.65016 1.84852 0.04 0.05 -0.24
H -0.74266 -2.38954 3.90645 -0.26 -0.10 0.04
H -3.13288 3.47338 9.91894 0.05 -0.04 -0.07
H -0.59964 2.32099 -2.93402 0.16 0.13 -0.15
H -6.49683 -3.72038 4.83365 -1.22 1.68 1.03
H -4.52482 -5.32674 -1.66688 0.05 0.01 0.07
H -3.42516 4.47491 7.76505 0.21 0.00 -0.01
H -2.22707 -6.47220 -0.00855 -0.04 0.06 -0.03
H 6.04052 1.36818 -11.95177 -0.17 0.11 -0.09
H -6.53364 -0.59674 5.82265 0.05 -2.22 0.39